1.
Molecular formula: C37H38N4P2S3Sn
Method: DFT, ωB97M-V/def2-TZVPD

```
! RIJCOSX wB97M-V def2-TZVPD def2/J DEFGRID3
* xyz 0 1
Sn 0.9910 1.4375 0.5577
C 3.3828 1.4602 -1.9358
C 3.4627 0.1690 -1.1271
N 3.1436 0.3743 0.2934
C 4.2440 0.8936 1.1224
C 4.6848 2.3405 0.8724
S 3.3778 3.6110 0.9336
C 3.3005 4.2406 -0.7735
C 2.2364 3.6166 -1.6913
N 2.1476 2.1641 -1.5878
H 4.2400 2.1016 -1.7476
H 3.3859 1.1903 -2.9955
H 2.6996 -0.4936 -1.5379
H 4.4493 -0.2946 -1.2428
H 2.8812 -0.5279 0.6860
H 3.9208 0.8156 2.1604
H 5.1381 0.2702 0.9859
H 5.3872 2.6100 1.6611
H 5.1988 2.4535 -0.0782
H 3.0987 5.3053 -0.6646
H 4.3017 4.1368 -1.1905
H 1.2546 4.0209 -1.4352
H 2.4726 3.9352 -2.7158
H 1.4379 1.8111 -2.2427
S 0.7824 0.4054 -3.6785
P -0.3763 -0.5322 -2.3847
C 0.0080 -0.1647 -0.7193
P -0.9206 -0.8837 0.5630
S 0.3087 -0.6976 2.1560
C -1.4903 -2.6121 0.4646
C -0.5986 -3.6390 0.7531
C -1.0146 -4.9584 0.6853
C -2.3193 -5.2579 0.3213
C -3.2172 -4.2369 0.0496
C -2.8078 -2.9146 0.1300
C -2.4670 -0.0550 1.0826
C -3.1020 -0.4894 2.2460
C -4.2449 0.1522 2.6885
C -4.7629 1.2245 1.9696
C -4.1243 1.6658 0.8222
C -2.9707 1.0303 0.3813
C -0.1446 -2.3177 -2.7325
C -0.8921 -3.0337 -3.6617
C -0.5724 -4.3556 -3.9398
C 0.5206 -4.9555 -3.3345
C 1.3146 -4.2226 -2.4643
C 0.9777 -2.9142 -2.1650
C -2.1272 -0.1511 -2.7701
C -2.3990 1.1612 -3.1540
C -3.7019 1.5719 -3.3841
C -4.7488 0.6730 -3.2311
C -4.4851 -0.6332 -2.8512
C -3.1802 -1.0476 -2.6219
H 0.4130 -3.3916 1.0477
H -0.3212 -5.7572 0.9164
H -2.6393 -6.2905 0.2596
H -4.2410 -4.4697 -0.2156
H -3.5134 -2.1160 -0.0547
H -2.6882 -1.3242 2.7987
H -4.7397 -0.1819 3.5917
H -5.6634 1.7183 2.3124
H -4.5283 2.5020 0.2655
H -2.4598 1.3639 -0.5155
H -1.7173 -2.5633 -4.1799
H -1.1786 -4.9208 -4.6369
H 0.7598 -5.9900 -3.5472
H 2.1867 -4.6752 -2.0081
H 1.5778 -2.3348 -1.4738
H -1.5745 1.8505 -3.2871
H -3.8985 2.5926 -3.6874
H -5.7678 0.9906 -3.4117
H -5.2994 -1.3380 -2.7342
H -2.9817 -2.0704 -2.3372
N 1.8437 3.5337 8.5628
C 1.7843 3.2114 7.4619
C 1.7194 2.8139 6.0876
C 2.2790 1.6070 5.6762
C 2.1892 1.2728 4.3358
N 1.6281 2.0631 3.4262
C 1.0835 3.2031 3.8260
C 1.0879 3.6221 5.1462
H 2.7702 0.9522 6.3817
H 2.5577 0.3173 3.9783
H 0.6276 3.8042 3.0449
H 0.6224 4.5510 5.4427
*
```

Properties
LUMO   -0.223 eV
Frontier orbital gap   6.59 eV
M   815.6 g/mol

***

2.
Molecular formula: C37H39BiBr2N2O4PSSe2
Method: DFT, ωB97M-V/def2-TZVPD

```
! RIJCOSX wB97M-V def2-TZVPD def2/J DEFGRID3
* xyz 1 1
Bi 1.0259 0.2783 0.0179
Br -2.3156 -6.1682 0.7867
C -1.4119 -4.5599 0.4038
C -1.8978 -3.6894 -0.5562
C -1.1703 -2.5337 -0.7916
N -0.0154 -2.2729 -0.1951
C 0.4643 -3.1275 0.7084
C -0.2332 -4.2741 1.0699
C 1.8273 -2.8559 1.2293
C 2.5868 -3.9057 1.7335
C 3.8880 -3.6696 2.1411
Br 4.9328 -5.0864 2.8088
C 4.4131 -2.3956 2.0324
C 3.5987 -1.4114 1.5041
N 2.3424 -1.6202 1.1151
H -2.7985 -3.9062 -1.1111
H -1.5142 -1.7952 -1.5058
H 0.1277 -4.9417 1.8377
H 2.1873 -4.9063 1.7911
H 5.4294 -2.1736 2.3219
H 3.9857 -0.4113 1.3596
O 3.4695 2.4293 4.9951
C 2.6942 3.4011 4.3170
C 2.1082 2.7742 3.0357
C 1.3528 3.9386 2.3522
O 0.6384 3.6380 1.1743
C 1.2131 1.6250 3.5156
Se -0.0696 0.6947 2.3047
C 3.3090 2.2468 2.2471
Se 3.1361 1.8064 0.3099
H 3.8584 2.8266 5.7786
H 3.3065 4.2680 4.0381
H 1.8698 3.7529 4.9500
H 2.0799 4.7360 2.1576
H 0.6096 4.3148 3.0607
H 1.2637 3.5630 0.4392
H 0.5378 1.9851 4.2931
H 1.8351 0.8416 3.9403
H 3.6886 1.3538 2.7373
H 4.1069 2.9892 2.2388
O -2.3730 0.3969 -0.0178
P -3.6020 0.3313 0.8403
C -3.7363 1.6775 2.0515
C -2.8520 2.7451 1.9500
C -2.9642 3.8324 2.8026
C -3.9624 3.8591 3.7646
C -4.8348 2.7855 3.8840
C -4.7255 1.6979 3.0334
C -5.1215 0.4174 -0.1523
C -5.0263 0.6695 -1.5145
C -6.1696 0.7733 -2.2933
C -7.4174 0.6199 -1.7095
C -7.5198 0.3505 -0.3503
C -6.3785 0.2486 0.4266
C -3.8026 -1.2034 1.7919
C -4.5152 -2.2653 1.2382
C -4.6880 -3.4357 1.9585
C -4.1288 -3.5612 3.2226
C -3.4094 -2.5107 3.7735
C -3.2556 -1.3282 3.0658
H -2.0592 2.7031 1.2255
H -2.2636 4.6542 2.7190
H -4.0552 4.7080 4.4294
H -5.6013 2.7973 4.6479
H -5.4022 0.8612 3.1517
H -4.0435 0.7643 -1.9558
H -6.0908 0.9729 -3.3542
H -8.3118 0.7017 -2.3126
H -8.4932 0.2187 0.1035
H -6.4657 0.0194 1.4805
H -4.9585 -2.1579 0.2556
H -5.2615 -4.2493 1.5360
H -4.2679 -4.4770 3.7827
H -2.9873 -2.6045 4.7658
H -2.7165 -0.4954 3.4967
O 0.4002 2.2485 -1.3685
S -0.9892 2.8615 -1.4666
C -0.6998 4.5979 -1.9280
C -1.8420 4.9046 -2.8803
C -1.8190 3.7760 -3.9152
C -1.5749 2.4647 -3.1586
H 0.2718 4.6189 -2.4238
H -0.6820 5.2052 -1.0253
H -1.7282 5.8820 -3.3476
H -2.7915 4.9012 -2.3376
H -1.0093 3.9495 -4.6243
H -2.7507 3.7415 -4.4781
H -0.8002 1.8433 -3.6037
H -2.4806 1.8771 -3.0375
*
```

Properties
LUMO   -2.807 eV
Frontier orbital gap   7.60 eV
M   1165.5 g/mol

***

3.
Molecular formula: C37H39IN4O3PS2
Method: DFT, ωB97M-V/def2-TZVPD

```
! RIJCOSX wB97M-V def2-TZVPD def2/J DEFGRID3
* xyz 1 1
C 2.6564 5.9900 1.9861
C 3.9234 4.9935 2.2006
C 3.5157 3.4347 2.2303
I 1.3449 3.0806 2.3949
C 4.1353 2.5460 1.0513
C 5.7498 2.2795 1.0333
C 5.7541 1.5485 -0.4260
P 7.2337 0.4661 -0.9488
N 6.5817 -0.9393 -1.8584
O 7.9539 -0.2778 0.4481
N 4.6431 1.8086 -1.1471
N 4.3105 1.3998 -2.4359
C 3.5994 2.6777 -0.4510
C 3.5299 4.1013 -1.1807
C 2.2952 4.2181 -2.2474
C 0.9519 3.8434 -1.4571
S -0.6109 4.3610 -2.3408
C -1.9566 3.6782 -1.2262
S -1.7247 3.8946 0.4201
N -3.1459 2.9690 -1.7508
C -4.3375 3.1348 -0.8967
C -5.1378 1.9567 -0.2418
C -6.4084 2.2162 0.6497
C -6.9078 3.6747 0.9584
C -6.1224 4.8550 0.3106
C -4.9043 4.5748 -0.5944
C -2.7826 1.5537 -1.9688
C -2.1344 0.6324 -0.8688
C -1.7789 -0.8680 -1.1363
C -2.0444 -1.5371 -2.5297
C -2.6959 -0.6380 -3.6276
C -3.0290 0.8453 -3.3513
H 1.9829 6.0128 2.9249
H 2.9932 7.0841 1.8304
H 2.0655 5.7151 1.0355
H 4.6609 5.2614 1.3489
H 4.3986 5.3000 3.2067
H 3.9503 3.0086 3.2151
H 3.7562 1.4867 1.3386
H 6.4232 3.1878 1.1747
H 5.8408 1.5089 1.8725
H 7.0611 -1.8087 -1.5357
H 5.6211 -1.0487 -1.4611
H 7.3968 -1.0745 0.6584
H 4.5503 0.4118 -2.6053
H 4.8911 1.9995 -3.0619
H 2.6991 1.9782 -0.4579
H 3.4176 4.9987 -0.4879
H 4.5012 4.2397 -1.7931
H 2.4871 3.5774 -3.1831
H 2.2636 5.3100 -2.6300
H 0.9905 4.2535 -0.3873
H 0.9019 2.6895 -1.3953
H -4.8313 0.8693 -0.4004
H -7.0250 1.3676 1.1096
H -7.8183 3.8989 1.6141
H -6.4282 5.9458 0.4894
H -4.3323 5.4419 -1.0594
H -1.9196 1.0166 0.1847
H -1.3083 -1.5413 -0.3286
H -1.7739 -2.6346 -2.7457
H -2.9244 -1.0996 -4.6484
H -3.5181 1.4784 -4.1642
C -5.1137 -8.2167 -0.4214
C -5.0732 -7.0338 -1.1563
C -4.0979 -6.0798 -0.8874
C -3.1659 -6.3012 0.1272
C -3.2217 -7.4752 0.8793
C -4.1910 -8.4383 0.5951
C -2.2702 -7.7006 1.9907
O -2.3155 -8.7267 2.6457
C -1.2679 -6.6556 2.2997
C -0.4018 -6.8281 3.3806
C 0.5517 -5.8579 3.6705
C 0.6501 -4.7170 2.8770
C -0.2145 -4.5389 1.8027
C -1.1820 -5.5040 1.5178
C -2.1210 -5.2883 0.3939
O -2.0389 -4.2870 -0.2997
H -5.8696 -8.9648 -0.6380
H -5.8016 -6.8563 -1.9409
H -4.0684 -5.1623 -1.4668
H -4.2311 -9.3594 1.1677
H -0.4709 -7.7161 4.0011
H 1.2206 -5.9918 4.5147
H 1.3991 -3.9635 3.0994
H -0.1360 -3.6455 1.1912
*
```

Properties
LUMO   -4.678 eV
Frontier orbital gap   4.95 eV
M   809.8 g/mol

***

Question: Which value of M does entry 3 give?
Answer: 809.8 g/mol

***

Repeat the third record exactly.
Molecular formula: C37H39IN4O3PS2
Method: DFT, ωB97M-V/def2-TZVPD

```
! RIJCOSX wB97M-V def2-TZVPD def2/J DEFGRID3
* xyz 1 1
C 2.6564 5.9900 1.9861
C 3.9234 4.9935 2.2006
C 3.5157 3.4347 2.2303
I 1.3449 3.0806 2.3949
C 4.1353 2.5460 1.0513
C 5.7498 2.2795 1.0333
C 5.7541 1.5485 -0.4260
P 7.2337 0.4661 -0.9488
N 6.5817 -0.9393 -1.8584
O 7.9539 -0.2778 0.4481
N 4.6431 1.8086 -1.1471
N 4.3105 1.3998 -2.4359
C 3.5994 2.6777 -0.4510
C 3.5299 4.1013 -1.1807
C 2.2952 4.2181 -2.2474
C 0.9519 3.8434 -1.4571
S -0.6109 4.3610 -2.3408
C -1.9566 3.6782 -1.2262
S -1.7247 3.8946 0.4201
N -3.1459 2.9690 -1.7508
C -4.3375 3.1348 -0.8967
C -5.1378 1.9567 -0.2418
C -6.4084 2.2162 0.6497
C -6.9078 3.6747 0.9584
C -6.1224 4.8550 0.3106
C -4.9043 4.5748 -0.5944
C -2.7826 1.5537 -1.9688
C -2.1344 0.6324 -0.8688
C -1.7789 -0.8680 -1.1363
C -2.0444 -1.5371 -2.5297
C -2.6959 -0.6380 -3.6276
C -3.0290 0.8453 -3.3513
H 1.9829 6.0128 2.9249
H 2.9932 7.0841 1.8304
H 2.0655 5.7151 1.0355
H 4.6609 5.2614 1.3489
H 4.3986 5.3000 3.2067
H 3.9503 3.0086 3.2151
H 3.7562 1.4867 1.3386
H 6.4232 3.1878 1.1747
H 5.8408 1.5089 1.8725
H 7.0611 -1.8087 -1.5357
H 5.6211 -1.0487 -1.4611
H 7.3968 -1.0745 0.6584
H 4.5503 0.4118 -2.6053
H 4.8911 1.9995 -3.0619
H 2.6991 1.9782 -0.4579
H 3.4176 4.9987 -0.4879
H 4.5012 4.2397 -1.7931
H 2.4871 3.5774 -3.1831
H 2.2636 5.3100 -2.6300
H 0.9905 4.2535 -0.3873
H 0.9019 2.6895 -1.3953
H -4.8313 0.8693 -0.4004
H -7.0250 1.3676 1.1096
H -7.8183 3.8989 1.6141
H -6.4282 5.9458 0.4894
H -4.3323 5.4419 -1.0594
H -1.9196 1.0166 0.1847
H -1.3083 -1.5413 -0.3286
H -1.7739 -2.6346 -2.7457
H -2.9244 -1.0996 -4.6484
H -3.5181 1.4784 -4.1642
C -5.1137 -8.2167 -0.4214
C -5.0732 -7.0338 -1.1563
C -4.0979 -6.0798 -0.8874
C -3.1659 -6.3012 0.1272
C -3.2217 -7.4752 0.8793
C -4.1910 -8.4383 0.5951
C -2.2702 -7.7006 1.9907
O -2.3155 -8.7267 2.6457
C -1.2679 -6.6556 2.2997
C -0.4018 -6.8281 3.3806
C 0.5517 -5.8579 3.6705
C 0.6501 -4.7170 2.8770
C -0.2145 -4.5389 1.8027
C -1.1820 -5.5040 1.5178
C -2.1210 -5.2883 0.3939
O -2.0389 -4.2870 -0.2997
H -5.8696 -8.9648 -0.6380
H -5.8016 -6.8563 -1.9409
H -4.0684 -5.1623 -1.4668
H -4.2311 -9.3594 1.1677
H -0.4709 -7.7161 4.0011
H 1.2206 -5.9918 4.5147
H 1.3991 -3.9635 3.0994
H -0.1360 -3.6455 1.1912
*
```

Properties
LUMO   -4.678 eV
Frontier orbital gap   4.95 eV
M   809.8 g/mol

***

Question: Among the records above, which one has the highest LUMO?
Answer: C37H38N4P2S3Sn

***

Question: Which value of frontier orbital gap does entry 2 give?
Answer: 7.60 eV